110
Properties=species:S:1:pos:R:3:forces:R:3:lowdin_charge:R:1 method="wB97M-V/def2-TZVPD" charge=-1 spin_multiplicity=1
H 2.3560 -3.9390 -3.4133 0.11 0.00 0.04 0.083
H 15.7287 -5.2655 0.0993 -0.01 0.04 0.00 0.085
H 4.5576 -1.4600 -1.5444 0.01 -0.02 -0.04 0.074
O -7.7186 0.1278 2.2449 -0.02 -2.03 0.21 -0.196
H -9.0192 -2.2540 4.5432 -0.01 -0.02 0.00 0.090
H -11.8261 1.2851 2.2706 -0.05 -0.04 -0.01 0.091
H -6.2705 -0.3290 3.6702 -0.02 0.01 0.00 0.092
O -12.9485 4.7352 -1.4654 0.11 -0.43 -0.05 -0.316
O 15.0114 -2.5580 -0.0716 0.81 -0.76 0.43 -0.265
H -7.8135 2.2837 -0.2472 -0.07 -0.08 0.07 0.060
C 3.1417 -3.5578 -4.0668 0.09 -0.04 -0.08 -0.082
H 15.0407 -5.7757 1.6661 -0.03 -0.05 0.00 0.080
O 6.9802 -5.1494 -2.1144 1.74 0.45 -1.47 -0.197
O 9.2264 -3.6099 -0.9078 0.01 -0.48 -2.75 -0.249
H 9.2658 -6.5580 1.1963 -0.15 -0.02 -0.05 0.088
P 7.7497 -4.2736 -1.0264 -1.27 -0.09 4.72 0.412
O -4.3879 0.8311 0.8622 -0.17 0.31 -0.86 -0.219
C -11.2196 0.8157 1.4960 0.02 -0.17 0.12 -0.099
H 9.1134 -2.2618 -2.5020 0.05 0.04 0.00 0.092
O -12.4604 3.2754 0.5180 -0.28 0.32 -0.48 -0.317
In -9.5295 4.5802 -1.0282 -0.01 0.26 0.08 0.788
C 15.7608 -1.7947 2.9781 0.10 0.09 -0.14 -0.110
H 0.1544 -1.7543 -4.9826 0.01 0.02 0.00 0.095
O 3.0393 -0.2786 -2.3597 -0.08 -0.19 0.03 -0.220
H -12.7526 5.5537 -1.9328 -0.15 0.16 -0.03 0.034
O 6.8368 -3.2651 -0.4682 -0.23 0.19 -0.79 -0.233
H -8.9597 -2.6963 2.8152 -0.04 0.01 0.00 0.078
C 4.3367 -0.4224 -1.7867 0.06 0.11 0.00 -0.091
H -5.8268 -0.5135 1.9563 0.08 0.05 0.03 0.057
H 15.8978 -0.8131 3.4244 -0.02 0.03 -0.05 0.087
O -6.3001 5.6770 0.2103 -0.11 -0.54 0.63 -0.010
C 12.1594 -1.3960 1.7030 -0.30 0.02 -0.13 -0.098
C -7.2120 3.1172 0.1080 -0.29 -0.16 -0.60 -0.158
P -2.9876 1.2473 0.9636 -0.65 -2.89 3.92 0.420
H -3.1068 0.8633 -1.8718 -0.01 0.00 0.03 0.094
C -9.1977 6.3957 -2.2373 -0.74 -0.31 0.25 -0.263
H -8.6339 6.1559 -3.1376 0.34 0.20 0.10 0.049
P 2.5382 -1.0171 -3.6804 1.74 3.61 1.02 0.366
P -11.9504 4.6651 -0.1555 0.20 0.31 0.21 0.097
H -1.3733 0.3898 4.0184 -0.04 -0.03 -0.02 0.084
H -3.6453 3.9377 0.0454 -0.05 0.02 0.05 0.092
C -2.0980 0.9361 -1.4632 -0.16 -0.16 -0.05 -0.076
H -6.6298 2.7657 0.9554 0.11 0.03 0.17 0.071
H -6.5281 3.3793 -0.7034 0.08 0.05 0.00 0.068
O 2.7084 -0.2095 -4.8903 -0.33 -0.66 -0.56 -0.230
H -2.7754 4.7490 1.3531 -0.05 -0.02 0.06 0.091
C 14.8139 -5.5441 0.6249 0.13 0.01 -0.25 -0.115
O 13.8442 -4.4935 0.5166 0.12 -1.13 3.29 -0.244
O -8.5816 7.4838 -1.5464 0.27 0.10 -0.21 -0.243
H -1.5267 2.0540 3.4347 -0.05 0.04 0.00 0.079
H 6.2207 -5.2891 -4.0143 0.00 -0.09 0.10 0.087
H 2.7913 -3.5582 -5.1007 0.03 0.04 0.00 0.099
H 4.0058 -4.2081 -3.9809 0.02 0.00 -0.01 0.063
H -1.8570 3.8276 0.1479 -0.02 -0.03 0.07 0.080
C -6.6099 -0.6693 2.6901 0.18 0.25 0.09 -0.082
H 11.0809 -1.4221 1.5593 0.01 -0.06 -0.06 0.090
C -2.7886 3.8709 0.7168 -0.26 0.02 0.02 -0.058
O 3.5610 -2.2465 -3.6626 -1.40 -1.20 0.07 -0.220
H -10.4368 -2.9735 3.7511 -0.04 0.04 0.01 0.083
C 9.7698 -3.0497 -2.1271 -0.07 0.02 0.10 -0.080
O -8.9869 1.0233 4.2475 0.37 -0.66 0.48 -0.238
O -9.6825 8.2462 -1.0095 -0.08 -0.05 -0.09 -0.072
O -2.1793 0.5357 2.1740 -0.09 -0.03 -0.16 -0.238
H 12.5651 -0.5074 1.2219 0.08 0.00 0.05 0.094
H 4.3346 0.1575 -0.8673 -0.03 0.03 -0.02 0.089
C 0.1767 -2.0081 -3.9218 -0.03 0.19 -0.11 -0.081
H 15.5281 -2.5075 3.7708 0.01 0.04 0.04 0.080
O -2.0712 0.4764 -0.0949 0.36 2.08 -1.05 -0.206
H -6.8573 -1.7322 2.7377 -0.10 0.07 -0.03 0.070
H 10.7521 -2.6373 -1.9168 -0.02 -0.03 0.17 0.089
H -10.1747 6.7506 -2.5749 0.00 0.02 -0.16 0.037
H -13.3716 3.4054 0.8163 -0.05 -0.01 0.18 0.059
P 14.2247 -3.0145 1.1254 -1.20 4.64 -6.89 0.583
S -12.3353 6.2137 0.9741 0.01 -0.03 0.10 0.129
H 9.8724 -3.8352 -2.8786 0.10 0.07 -0.04 0.082
C -2.0129 1.0806 3.4707 -0.11 -0.14 0.08 -0.116
H -1.4234 0.2998 -2.0289 0.04 -0.02 0.07 0.073
H 5.1007 -0.0232 -2.4558 0.01 -0.04 -0.02 0.091
H 9.5000 -4.8001 1.2279 0.13 -0.03 0.01 0.089
H 14.3821 -6.4262 0.1602 -0.05 0.04 -0.03 0.086
H 16.6827 -2.0920 2.4732 0.00 0.02 -0.01 0.086
O 8.0437 -5.5157 -0.0557 -0.04 0.00 -0.38 -0.217
O 12.6695 -2.5797 1.0882 0.25 -0.66 0.86 -0.242
H -8.1167 7.2811 1.3432 -0.03 0.09 0.08 0.064
O -9.8417 0.9021 1.8249 0.19 -0.14 0.02 -0.213
C -7.3645 5.3666 0.7572 0.11 0.59 -0.40 -0.623
H 7.7082 -4.3419 -3.9101 -0.01 -0.04 0.00 0.079
O 14.6885 -1.6882 2.0336 -0.02 -2.32 2.85 -0.279
P -9.0869 0.2040 3.0354 -1.79 3.47 -0.67 0.375
C -7.9494 6.3068 1.7976 -0.21 -0.24 -0.19 -0.013
O -10.1137 -1.0149 3.2733 1.40 -1.15 -0.41 -0.225
H 6.1741 -3.6527 -3.3147 0.03 0.02 -0.02 0.081
H -2.9702 1.1631 3.9886 0.00 0.09 0.00 0.090
C 6.7640 -4.5660 -3.4131 -0.30 0.21 0.01 -0.089
H -9.2007 8.8820 -0.4687 0.09 -0.03 0.09 0.088
N -8.0963 4.2260 0.5081 0.72 -0.10 0.20 -0.143
H 10.1038 -5.7580 -0.1463 0.07 0.01 0.06 0.085
F -9.3540 3.0391 -2.3052 -0.05 -0.08 0.07 -0.491
H -0.8275 -1.9380 -3.5162 0.04 0.09 0.11 0.087
H -1.7472 1.9661 -1.5278 0.03 -0.02 -0.07 0.080
H -11.3514 1.3572 0.5708 0.04 0.04 -0.01 0.065
H 12.3687 -1.3747 2.7693 0.06 0.03 -0.01 0.083
O -2.9099 2.7145 1.5868 1.15 0.79 -2.11 -0.226
H -8.8641 5.9003 2.2209 -0.15 0.12 -0.09 0.067
C -9.5920 -2.3032 3.6141 -0.08 0.03 0.13 -0.106
H 0.5464 -3.0255 -3.7914 -0.22 0.05 -0.01 0.063
O 1.0230 -1.0804 -3.2017 -0.07 -2.02 -0.38 -0.200
H -7.2266 6.4067 2.6060 0.14 0.07 -0.04 0.075
H -11.5258 -0.2216 1.3446 0.04 -0.03 0.14 0.082
C 9.3056 -5.6577 0.5861 0.04 -0.14 0.35 -0.107

85
Properties=species:S:1:pos:R:3:forces:R:3:lowdin_charge:R:1 method="wB97M-V/def2-TZVPD" e_above_lowest_ev=0.000 charge=-1 spin_multiplicity=1
H -1.4965 1.8506 3.4299 -0.02 0.01 -0.02 -0.072
H 4.5202 -0.4438 -6.2223 0.00 0.01 0.00 0.073
H 1.2590 -0.1579 2.9784 -0.21 0.05 0.00 0.085
O 2.6840 -0.1415 -4.3145 0.00 0.22 0.02 -0.069
H -1.6486 -1.9996 -2.5817 -0.01 0.01 0.00 0.083
H -6.5916 -1.3602 1.5998 -0.02 0.01 -0.01 0.067
H -3.7048 -0.4063 -2.5169 -0.01 0.01 -0.01 0.080
H 3.9765 3.8413 4.0583 -0.03 0.04 0.01 0.077
H -0.8158 -0.8874 -3.6764 -0.03 0.06 0.00 0.065
H 4.0083 -2.0546 -6.7556 0.00 -0.01 0.01 0.080
O -1.8666 -0.2250 -0.5355 0.31 -0.22 -0.10 -0.087
H -1.0190 0.9164 -1.9236 0.00 0.00 -0.04 0.137
H 2.2969 1.0478 0.6673 -0.01 -0.03 -0.04 0.129
H -3.4593 1.2700 -2.0156 -0.01 -0.01 0.01 0.078
C -7.4869 -1.9771 1.6735 0.01 -0.02 -0.02 -0.052
C 3.6700 -1.1210 -6.3037 -0.03 0.03 0.00 -0.057
H -4.4716 -2.7629 1.5925 -0.01 0.13 -0.18 -0.034
H 1.0839 -1.9028 -5.6335 -0.01 -0.02 0.00 0.082
H 3.5784 -0.9683 2.5697 0.00 -0.01 -0.01 0.081
H -2.8751 0.7190 -3.6058 0.01 0.01 -0.01 0.070
H -3.4370 1.2718 1.1533 0.01 0.01 -0.01 -0.123
H 6.1034 -0.6038 -3.0563 0.00 0.00 -0.01 0.077
H -2.4990 -0.9478 -0.4177 -0.14 0.13 0.21 0.075
H 1.4580 -2.4783 -4.0015 -0.01 0.01 -0.01 0.074
C 3.6290 -0.1234 1.8756 0.04 0.05 0.04 -0.053
H 5.3348 0.8031 -3.8112 0.02 -0.01 0.00 0.071
H -5.2051 1.6191 3.0639 0.01 -0.06 0.18 -0.154
H -7.9155 -2.1002 0.6724 -0.01 0.01 0.00 0.080
H 2.9309 -0.6717 -6.9738 0.01 0.00 -0.01 0.081
H 1.9861 0.2760 -4.8317 -0.03 -0.05 0.02 0.098
H 0.6596 -0.7756 0.2182 0.00 0.02 0.02 0.064
H -1.5373 -2.6243 2.9969 0.05 0.04 0.03 0.007
H -8.2200 -1.4592 2.2938 0.00 0.00 0.01 0.082
H 2.3020 -1.2943 -0.2412 0.03 0.02 0.01 0.063
H 4.3158 -0.3876 1.0699 -0.03 0.01 -0.03 0.063
O -6.1101 -3.9639 1.4910 0.01 -0.29 -0.03 -0.078
P -3.6357 -1.3535 3.0550 -0.13 0.02 -0.13 0.610
O -4.0173 -1.9156 1.4851 -0.06 -0.16 -0.04 -0.491
H 5.8370 2.7992 -1.4407 0.01 0.00 0.00 0.078
H 3.8129 -1.7806 -4.2665 -0.01 -0.02 -0.02 0.136
O 1.3776 0.5969 2.3900 0.12 0.12 0.07 -0.061
C -8.3429 -4.2471 2.4011 0.02 -0.01 -0.05 -0.068
H 4.3617 2.4095 -0.5374 -0.01 0.00 -0.01 0.070
H 2.8004 2.7533 3.2962 0.07 -0.03 0.01 0.068
H 4.2968 2.6234 -2.2928 0.00 0.01 0.01 0.084
C 3.0543 -1.3716 -4.9380 0.05 -0.10 0.10 -0.492
H 5.7325 0.3715 -0.8162 0.03 0.02 -0.02 0.130
C 1.4633 5.0494 4.0356 -0.02 -0.03 -0.03 -0.059
C 2.2404 0.1836 1.3332 0.10 -0.11 0.00 -0.494
H -2.6314 2.6076 4.3181 -0.01 0.00 -0.04 -0.074
C -7.1380 -3.3329 2.2609 0.09 0.19 0.12 -0.498
H -1.3566 -1.0865 2.1048 -0.08 0.01 -0.03 0.001
C 5.1583 0.7506 -1.6667 -0.01 -0.01 0.06 -0.499
C 5.9220 0.4667 -2.9523 -0.03 0.01 -0.01 -0.061
C -3.0110 0.4387 -2.5582 0.00 -0.02 0.03 -0.061
C -1.0136 -1.1094 -2.6243 0.07 -0.09 0.03 -0.066
N -2.3910 1.7217 3.8899 0.04 -0.03 0.14 -0.202
H 4.0560 3.5262 2.3143 0.00 0.00 0.00 0.072
H 6.8816 0.9871 -2.9652 0.00 0.00 0.01 0.076
H -9.1021 -3.7912 3.0386 0.00 0.01 0.01 0.076
H 0.8598 4.1535 4.2044 0.00 0.01 0.01 0.084
C -1.8064 -1.5642 2.9801 0.17 0.07 0.18 -0.422
H -6.6698 -3.1843 3.2365 -0.03 0.01 0.00 0.131
H -1.4113 -1.0727 3.8769 0.06 -0.06 -0.04 0.008
H 1.1861 3.7968 1.7678 0.00 0.01 0.00 0.089
C 2.4257 4.8187 2.8814 0.02 0.06 -0.01 -0.507
H 2.0031 5.2723 4.9581 0.01 0.00 0.00 0.075
H 2.9949 5.7340 2.6949 0.00 -0.01 0.02 0.131
C -1.6900 0.0516 -1.9077 -0.10 0.03 -0.01 -0.513
H 2.1630 -3.2849 -5.4149 0.01 0.00 0.00 0.080
H -8.7938 -4.4307 1.4204 -0.01 0.00 0.01 0.076
H -0.0670 -1.3432 -2.1348 0.00 -0.02 -0.01 0.061
H 1.5660 -1.8557 1.2756 0.03 -0.01 -0.01 0.085
H -8.0510 -5.2044 2.8331 0.00 -0.01 -0.01 0.074
H 3.3905 0.3015 -2.3705 -0.02 -0.15 -0.09 0.064
Ga -3.7510 1.0179 2.7043 -0.07 0.14 -0.17 0.069
C 1.6595 -1.0058 0.5908 -0.20 0.01 -0.02 -0.050
H 4.0253 0.7354 2.4196 0.02 0.00 -0.02 0.063
O 1.7196 4.5959 1.6638 -0.01 -0.04 -0.01 -0.055
O 3.9416 0.0174 -1.6273 0.05 0.04 -0.01 -0.066
C 4.9020 2.2361 -1.4681 -0.01 -0.01 -0.02 -0.048
H 0.7920 5.8782 3.8119 -0.01 -0.01 0.00 0.077
C 3.3809 3.6707 3.1594 -0.07 -0.13 -0.05 -0.064
H -6.4318 -4.0875 0.5912 -0.01 0.09 0.00 0.093
C 1.8703 -2.3204 -4.9972 -0.01 0.03 0.00 -0.054

no.,HOMO (hartree)
1,-0.178
2,-0.116